Molecular formula: FHNO3P
Method: DFT, the ωB97M-V functional and the def2-TZVPD basis

Structure (ORCA input):
```
! RIJCOSX wB97M-V def2-TZVPD def2/J DEFGRID3
* xyz -2 1
N -1.3658 1.3319 0.8460
O 1.9559 -0.4572 -0.5216
O -0.2072 -0.9374 -1.9070
O 0.1446 -2.2379 0.1765
F -0.5578 2.0853 1.8344
P 0.5992 -1.0723 -0.6368
H -0.5688 1.2876 0.2084
*
```

The value obtained for the electronic energy is -722.244658 a.u. The HOMO-LUMO gap is 5.253 eV. Its HOMO energy is 1.9 eV.

---

Molecular formula: FHNO3P
Method: DFT, the ωB97M-V functional and the def2-TZVPD basis

Structure (ORCA input):
```
! RIJCOSX wB97M-V def2-TZVPD def2/J DEFGRID3
* xyz -2 1
N 0.8188 -0.6288 0.5699
O -0.5502 0.5261 -1.4844
O -0.3706 1.7842 0.7000
O -1.8383 -0.4273 0.5405
F 1.0519 -1.9355 0.0122
P -0.7403 0.4798 0.0138
H 1.6286 0.2015 -0.3520
*
```

The value obtained for the electronic energy is -722.221065 a.u. The HOMO-LUMO gap is 7.208 eV. Its HOMO energy is 0.6 eV.